[1]
Computed, not measured: a structure of composition C47H44Br3IN10OSr at a distorted geometry, with ωB97M-V/def2-TZVPD.

Structure (XYZ):
```
107
Properties=species:S:1:pos:R:3
Sr -0.11 -0.02 0.97
C -1.47 -1.24 3.31
N -1.06 -1.97 2.08
C -2.05 -1.91 0.98
C -1.59 -2.24 -0.44
C -2.39 -3.08 -1.20
C -2.15 -3.19 -2.57
C -1.13 -2.45 -3.13
C -0.36 -1.65 -2.29
N -0.57 -1.57 -0.99
C -0.60 -3.31 2.39
C 0.33 -3.85 1.33
C 0.22 -5.15 0.87
C 1.11 -5.60 -0.09
C 2.08 -4.72 -0.55
C 2.12 -3.44 -0.03
N 1.26 -3.01 0.89
C -2.20 0.08 3.12
C -3.57 0.11 3.28
C -4.24 1.33 3.17
C -3.50 2.46 2.89
C -2.13 2.34 2.73
N -1.49 1.18 2.84
H -0.56 -1.07 3.89
H -2.15 -1.85 3.92
H -2.44 -0.89 0.90
H -2.92 -2.54 1.20
H -3.21 -3.62 -0.74
H -2.78 -3.83 -3.18
H -0.93 -2.47 -4.19
H 0.46 -1.06 -2.69
H -1.44 -4.00 2.53
H -0.06 -3.27 3.34
H -0.56 -5.80 1.25
H 1.04 -6.61 -0.48
H 2.80 -5.02 -1.31
H 2.86 -2.73 -0.37
H -4.12 -0.80 3.49
H -5.31 1.38 3.28
H -3.97 3.43 2.79
H -1.52 3.19 2.46
C 1.46 3.17 -2.82
C 0.01 2.86 -3.06
C -0.61 3.31 -4.25
C -1.92 3.04 -4.46
C -2.66 2.32 -3.49
C -4.02 1.98 -3.62
Br -5.01 2.49 -5.17
C -4.66 1.28 -2.64
C -3.96 0.90 -1.49
Br -4.90 -0.13 -0.19
C -2.62 1.21 -1.24
O -1.99 0.87 -0.19
C -1.96 1.93 -2.32
N -0.64 2.19 -2.15
H 1.61 4.26 -2.74
H 2.09 2.83 -3.65
H 1.79 2.70 -1.90
H -0.03 3.87 -4.98
H -2.42 3.37 -5.37
H -5.70 1.01 -2.75
C 3.18 6.43 2.20
C 3.84 6.08 0.88
C 5.02 5.13 1.06
C 2.83 5.54 -0.13
N 1.94 4.50 0.38
C 2.14 3.25 0.82
N 0.97 2.71 1.07
N 0.06 3.66 0.80
N 0.62 4.73 0.38
H 3.90 6.87 2.89
H 2.78 5.54 2.69
H 2.35 7.13 2.06
H 4.22 7.00 0.42
H 4.72 4.20 1.54
H 5.78 5.58 1.69
H 5.48 4.88 0.10
H 3.33 5.15 -1.02
H 2.15 6.33 -0.44
H 3.10 2.77 0.92
C 2.67 -0.35 2.02
C 3.26 0.66 2.84
C 2.52 1.45 3.75
C 3.10 2.42 4.52
C 4.47 2.68 4.43
C 5.24 1.92 3.54
C 4.65 0.95 2.76
C 5.08 3.71 5.20
N 5.59 4.56 5.80
H 1.77 -0.79 2.46
H 3.35 -1.16 1.75
H 1.45 1.27 3.85
H 2.50 3.00 5.21
H 6.30 2.10 3.47
H 5.27 0.36 2.09
Br 3.37 -2.04 -3.58
C 4.12 -0.31 -3.74
C 4.70 0.03 -4.96
C 5.28 1.28 -5.11
C 5.28 2.18 -4.05
C 4.70 1.82 -2.85
C 4.09 0.58 -2.67
I 3.26 0.20 -0.78
H 4.69 -0.68 -5.77
H 5.73 1.54 -6.06
H 5.75 3.15 -4.16
H 4.70 2.53 -2.03
```

- energy above the lowest of the compared OMol25 structures with the same formula, charge and spin (eV) = 1.439
- HOMO-LUMO gap (eV) = 6.28



[2]
Computed, not measured: a structure of composition C47H44CrIN8O2Si at a distorted geometry, with ωB97M-V/def2-TZVPD.

Structure (XYZ):
```
104
Properties=species:S:1:pos:R:3
Cr 0.41 -0.45 0.30
C -0.62 3.63 6.30
C -0.01 3.07 5.02
C 1.15 3.55 4.33
C 1.58 2.89 3.23
C 0.96 1.73 2.66
N 1.27 1.27 1.43
C 2.18 2.03 0.70
C 3.46 1.53 0.45
C 4.35 2.29 -0.26
C 4.05 3.61 -0.69
C 4.98 4.27 -1.64
C 2.76 4.03 -0.47
C 1.82 3.27 0.23
N 0.68 4.02 0.58
C 0.81 5.12 1.36
C -0.40 5.65 1.52
C -1.22 4.94 0.60
N -0.53 3.92 0.09
C 0.04 1.11 3.49
C -0.49 1.88 4.53
N -0.44 -0.22 3.25
C -1.09 -0.94 4.25
C -1.03 -2.22 3.82
C -0.47 -2.24 2.53
N -0.13 -1.01 2.21
H 0.15 3.64 7.09
H -1.40 2.98 6.58
H -1.06 4.64 6.19
H 1.81 4.39 4.65
H 2.35 3.36 2.66
H 3.75 0.65 0.91
H 5.40 1.95 -0.37
H 6.02 4.11 -1.31
H 4.84 5.33 -1.80
H 4.93 3.72 -2.58
H 2.38 4.99 -0.84
H 1.75 5.31 1.77
H -0.64 6.56 2.14
H -2.29 5.04 0.40
H -1.44 1.58 4.97
H -1.16 -0.47 5.23
H -1.45 -3.09 4.32
H -0.37 -3.07 1.78
C -0.63 2.39 -2.86
C -0.63 1.33 -1.72
N 0.51 0.74 -1.44
O 1.57 1.09 -2.29
C -1.73 1.31 -0.78
C -3.14 1.83 -0.97
N -1.41 0.65 0.32
O -2.27 0.57 1.23
H 0.18 3.05 -2.75
H -1.56 2.86 -2.88
H -0.50 1.92 -3.71
H 2.28 1.41 -1.76
H -3.70 0.99 -0.55
H -3.37 2.02 -2.00
H -3.37 2.71 -0.31
I 3.09 -1.66 2.90
C 2.91 -2.32 0.90
C 3.77 -3.37 0.53
C 3.87 -3.69 -0.90
C 3.24 -2.74 -1.80
C 2.55 -1.66 -1.27
N 2.20 -1.57 0.09
H 4.41 -3.84 1.29
H 4.09 -4.71 -1.29
H 3.14 -2.92 -2.90
H 2.07 -0.99 -2.02
C -5.49 -3.37 0.39
C -5.18 -3.48 -0.97
C -3.96 -2.99 -1.40
C -3.03 -2.35 -0.60
C -3.41 -2.27 0.78
C -4.62 -2.75 1.20
Si -1.18 -2.17 -1.01
C -1.22 -1.51 -2.86
C -2.41 -0.85 -3.25
C -2.56 -0.15 -4.45
C -1.56 -0.23 -5.40
C -0.36 -0.89 -5.06
C -0.19 -1.49 -3.84
C -0.52 -3.96 -1.17
C -1.06 -4.82 -2.16
C -0.63 -6.12 -2.36
C 0.38 -6.63 -1.49
C 1.00 -5.78 -0.60
C 0.55 -4.52 -0.38
H -6.37 -3.88 0.82
H -5.76 -3.98 -1.69
H -3.75 -3.13 -2.49
H -2.79 -1.67 1.46
H -4.81 -2.57 2.24
H -3.17 -0.84 -2.54
H -3.51 0.41 -4.73
H -1.79 0.22 -6.42
H 0.49 -0.88 -5.80
H 0.75 -1.95 -3.61
H -1.72 -4.44 -2.94
H -0.98 -6.82 -3.11
H 0.66 -7.78 -1.49
H 1.83 -6.19 -0.03
H 1.14 -3.91 0.29
```

- energy above the lowest of the compared OMol25 structures with the same formula, charge and spin (eV) = 1.007
- HOMO-LUMO gap (alpha / beta) (eV) = 4.78 / 6.78
- multiplicity = 5
- total charge = -1
- expectation value of S² = 6.120



[3]
Computed, not measured: a cluster of 9 separate species, C47H44F6N2O in total at a distorted geometry, with ωB97M-V/def2-TZVPD.

Structure (XYZ):
```
100
Properties=species:S:1:pos:R:3
F -6.18 -4.12 4.11
C -5.05 -4.56 4.65
C -5.05 -5.82 5.25
C -3.89 -6.27 5.89
C -2.76 -5.48 5.78
C -2.74 -4.23 5.13
C -3.92 -3.79 4.58
H -5.91 -6.47 5.18
H -3.78 -7.24 6.34
H -1.81 -5.74 6.22
H -1.84 -3.63 5.17
H -3.99 -2.78 4.20
F 5.14 3.74 4.93
C 5.26 3.40 6.25
C 4.10 3.33 6.89
C 4.11 3.29 8.28
C 5.30 3.20 8.98
C 6.50 3.23 8.29
C 6.52 3.29 6.88
H 3.14 3.30 6.38
H 3.16 3.31 8.78
H 5.30 3.03 10.05
H 7.43 3.18 8.83
H 7.42 3.48 6.32
F 9.62 -4.61 0.99
C 8.94 -3.91 1.98
C 9.23 -4.19 3.31
C 8.50 -3.48 4.29
C 7.51 -2.55 3.94
C 7.24 -2.29 2.62
C 7.92 -3.07 1.64
H 10.03 -4.89 3.46
H 8.59 -3.59 5.36
H 7.04 -2.05 4.77
H 6.36 -1.70 2.43
H 7.62 -2.94 0.61
F -10.57 3.59 0.78
C -9.24 3.63 0.52
C -8.36 3.08 1.50
C -7.00 3.20 1.23
C -6.54 3.88 0.09
C -7.47 4.39 -0.82
C -8.81 4.28 -0.63
H -8.73 2.59 2.38
H -6.31 2.80 1.97
H -5.48 3.91 -0.11
H -7.22 5.01 -1.67
H -9.51 4.68 -1.35
F -10.07 -4.27 -5.34
C -9.14 -3.85 -4.46
C -7.97 -4.50 -4.42
C -7.11 -4.21 -3.37
C -7.38 -3.19 -2.50
C -8.56 -2.54 -2.52
C -9.51 -2.90 -3.50
H -7.72 -5.26 -5.15
H -6.13 -4.65 -3.23
H -6.74 -3.11 -1.64
H -8.88 -1.76 -1.83
H -10.48 -2.43 -3.54
F -2.79 6.78 -6.43
C -1.47 6.50 -6.29
C -0.49 7.45 -6.59
C 0.85 7.20 -6.43
C 1.24 5.94 -5.98
C 0.32 4.93 -5.67
C -1.04 5.23 -5.83
H -0.85 8.40 -6.96
H 1.61 7.89 -6.75
H 2.29 5.75 -5.83
H 0.65 3.95 -5.35
H -1.77 4.45 -5.69
C 2.23 -4.98 -3.70
C 1.67 -5.19 -2.42
C 0.46 -4.59 -2.13
N -0.18 -3.77 -3.01
C 0.43 -3.50 -4.24
C 1.63 -4.14 -4.59
H 3.12 -5.55 -3.95
H 2.08 -5.95 -1.77
H -0.07 -4.84 -1.22
H -0.07 -2.85 -4.95
H 2.09 -3.94 -5.55
C 5.48 1.43 -3.23
C 6.25 1.12 -4.38
C 7.22 2.03 -4.81
N 7.45 3.21 -4.18
C 6.70 3.54 -3.11
C 5.69 2.67 -2.58
H 4.74 0.72 -2.90
H 6.09 0.26 -5.01
H 7.88 1.62 -5.55
H 6.71 4.58 -2.80
H 5.02 3.08 -1.85
C -0.03 1.56 0.25
O -1.17 0.71 0.14
H 0.87 1.05 0.59
H 0.10 1.96 -0.76
H -0.14 2.46 0.85
H -0.93 0.05 -0.51
```

- energy above the lowest of the compared OMol25 structures with the same formula, charge and spin (eV) = 0.000
- HOMO-LUMO gap (eV) = 9.13
- structure (SMILES) = Fc1ccccc1.Fc1ccccc1.Fc1ccccc1.Fc1ccccc1.Fc1ccccc1.Fc1ccccc1.c1ccncc1.c1ccncc1.CO



[4]
Computed, not measured: a structure of composition C47H45N4O8P2S2Ta, with ωB97M-V/def2-TZVPD.

Structure (XYZ):
```
109
Properties=species:S:1:pos:R:3
Ta 0.90 1.12 -0.22
C 4.01 0.12 -2.07
C 3.83 -0.99 -1.02
P 2.07 -1.36 -0.73
C 1.73 -2.60 -2.03
C 2.31 -3.85 -1.81
C 2.23 -4.85 -2.76
C 1.55 -4.62 -3.95
C 0.97 -3.38 -4.18
C 1.06 -2.38 -3.23
C 1.91 -2.31 0.80
C 2.79 -2.14 1.86
C 2.56 -2.81 3.06
C 1.45 -3.62 3.21
C 0.56 -3.78 2.15
C 0.79 -3.13 0.95
P 2.57 1.23 -2.42
C 3.37 2.85 -2.69
C 4.23 3.36 -1.71
C 4.80 4.61 -1.87
C 4.52 5.36 -3.01
C 3.68 4.85 -3.99
C 3.10 3.60 -3.83
C 1.93 0.80 -4.06
C 0.60 1.09 -4.36
C 0.09 0.83 -5.63
C 0.92 0.29 -6.61
C 2.25 0.02 -6.32
C 2.75 0.29 -5.05
H 4.32 -0.31 -3.02
H 4.81 0.79 -1.77
H 4.30 -0.69 -0.09
H 4.29 -1.92 -1.35
H 2.84 -4.06 -0.88
H 2.68 -5.81 -2.57
H 1.48 -5.40 -4.69
H 0.44 -3.19 -5.10
H 0.59 -1.43 -3.45
H 3.65 -1.50 1.78
H 3.26 -2.69 3.88
H 1.29 -4.15 4.14
H -0.29 -4.44 2.26
H 0.10 -3.27 0.12
H 4.47 2.79 -0.83
H 5.46 4.99 -1.11
H 4.97 6.33 -3.14
H 3.48 5.42 -4.88
H 2.45 3.21 -4.61
H -0.06 1.49 -3.61
H -0.94 1.05 -5.86
H 0.53 0.08 -7.59
H 2.90 -0.39 -7.08
H 3.80 0.09 -4.87
C -3.53 -1.76 -0.67
N -3.36 -0.31 -0.59
C -4.33 0.59 -0.19
C -3.84 1.83 -0.37
N -2.55 1.68 -0.89
C -2.28 0.36 -0.99
S -0.79 -0.35 -1.46
C -1.79 2.74 -1.45
C -2.50 3.77 -2.04
C -1.81 4.83 -2.60
C -0.43 4.80 -2.56
C 0.20 3.74 -1.96
N -0.45 2.69 -1.41
H -4.13 -2.00 -1.55
H -4.03 -2.09 0.24
H -2.55 -2.22 -0.76
H -5.26 0.25 0.23
H -4.25 2.79 -0.13
H -3.57 3.73 -2.07
H -2.35 5.64 -3.06
H 0.17 5.60 -2.97
H 1.27 3.73 -1.89
O 4.49 1.76 1.52
C 3.35 1.83 1.22
O 2.63 0.80 0.73
C 2.44 3.07 1.23
O 2.43 3.92 2.05
O 1.61 2.95 0.17
C -5.18 -2.70 8.74
C -4.88 -2.23 7.35
C -4.66 -0.88 7.09
C -4.36 -0.44 5.81
C -4.30 -1.37 4.77
C -4.53 -2.72 5.00
C -4.82 -3.14 6.29
S -3.90 -0.83 3.16
O -4.01 0.60 3.10
O -4.58 -1.66 2.20
N -2.30 -1.13 2.90
C -1.34 -0.51 3.81
C -0.97 0.88 3.30
C -0.44 0.85 1.92
O 0.30 -0.09 1.48
O -0.62 1.80 1.09
H -5.71 -1.94 9.31
H -4.25 -2.92 9.27
H -5.78 -3.61 8.73
H -4.72 -0.16 7.89
H -4.22 0.61 5.60
H -4.52 -3.42 4.18
H -5.02 -4.18 6.47
H -2.10 -2.09 2.66
H -0.47 -1.16 3.89
H -1.76 -0.40 4.81
H -0.19 1.34 3.92
H -1.83 1.55 3.32
```

- energy above the lowest of the compared OMol25 structures with the same formula, charge and spin (eV) = 0.062
- HOMO-LUMO gap (eV) = 7.24
- total charge = +2



no.,electronic energy (eV)
1,-285467.4058
2,-109864.5052
3,-70781.2553
4,-113603.0356